Computed, not measured: a structure of composition C22H35Cl2F5N6O4PbTe, with ωB97M-V/def2-TZVPD.

```
76
Properties=species:S:1:pos:R:3:forces:R:3
Pb 0.317216 0.317535 -1.497494 -0.10 -0.09 0.09
C -5.174955 3.518249 1.469334 -0.02 -0.02 0.00
O -4.566154 4.452764 0.569625 0.01 0.00 0.01
C -3.367860 4.164052 0.087364 -0.01 0.00 0.00
C -2.879467 5.110003 -0.866727 -0.01 0.00 0.01
C -1.637643 4.935498 -1.472097 0.00 -0.01 0.01
C -0.863533 3.827828 -1.214359 0.00 -0.01 -0.02
C 0.463605 3.701131 -1.857751 0.00 0.03 -0.06
C 1.086581 4.909657 -2.488727 0.00 -0.01 -0.01
O 1.070973 2.633185 -1.895884 0.03 0.02 0.05
C -1.379820 2.818353 -0.272710 0.04 0.02 0.02
O -0.761757 1.751495 -0.020926 -0.02 0.00 0.02
C -2.609199 3.074097 0.407367 -0.04 -0.02 0.00
H -6.152234 3.926510 1.700052 0.00 0.00 0.00
H -4.584289 3.431551 2.382381 0.00 0.00 0.00
H -5.278729 2.546585 0.984107 0.00 0.01 0.01
H -3.500515 5.965253 -1.096964 0.00 0.00 0.00
H -1.299003 5.691325 -2.166086 0.00 0.00 0.00
H 0.562834 5.142088 -3.419601 0.00 0.01 0.00
H 2.122298 4.688160 -2.729026 0.00 0.00 0.00
H 1.024179 5.785164 -1.844037 0.01 0.00 0.00
H -2.946031 2.313308 1.093365 0.00 0.00 0.00
C 4.561571 1.274636 -0.503153 0.02 0.00 0.01
N 3.780311 1.579826 0.681523 -0.07 -0.04 -0.01
C 4.110516 2.737249 1.514001 0.02 -0.01 0.01
C 2.789246 3.036584 2.238226 -0.01 0.01 0.00
N 1.892618 1.980963 1.768235 0.00 0.03 -0.07
C 0.790194 1.552272 2.605862 0.03 -0.03 -0.03
C 2.511487 1.173129 0.886529 0.00 0.01 -0.01
N 1.909137 0.134214 0.317155 0.04 0.04 0.06
C 2.693982 -1.078228 0.109618 0.02 -0.02 -0.04
C 1.945379 -2.256737 0.729447 -0.01 0.03 0.11
N 0.607704 -2.251369 0.232344 0.15 -0.10 -0.19
C -0.335078 -3.195422 0.517073 -0.09 0.07 0.00
N -0.222189 -4.509779 0.558223 0.02 -0.04 0.06
C 0.971368 -5.332895 0.413505 0.01 0.02 -0.03
C -1.557950 -5.127595 0.678885 0.02 0.00 0.00
C -2.516374 -3.923617 0.725365 0.02 -0.01 -0.07
N -1.593508 -2.784048 0.649008 -0.02 0.01 0.21
C -2.006005 -1.399139 0.471729 -0.07 -0.01 -0.18
H 4.984740 2.197483 -0.899493 -0.01 0.00 0.00
H 3.919827 0.841417 -1.267181 -0.01 -0.01 -0.01
H 5.380028 0.587031 -0.288001 0.00 0.00 0.00
H 4.432776 3.564752 0.881640 -0.01 0.00 -0.01
H 4.920658 2.502542 2.204144 0.01 0.01 -0.01
H 2.390987 4.022340 1.995257 0.00 0.00 0.02
H 2.893920 2.973479 3.321913 0.00 -0.01 0.00
H 1.158243 1.361723 3.616051 -0.08 0.03 0.06
H 0.379783 0.634990 2.195289 -0.03 -0.01 0.00
H 0.007153 2.308567 2.636480 0.02 0.02 0.00
H 3.684647 -1.012081 0.562320 0.01 -0.02 0.01
H 2.850880 -1.301027 -0.953834 0.00 0.00 -0.01
H 1.917931 -2.166531 1.826912 -0.01 0.00 -0.02
H 2.446982 -3.207593 0.509960 -0.01 0.01 0.00
H 1.702989 -5.107123 1.186134 -0.01 -0.02 0.01
H 1.409794 -5.218551 -0.577842 0.01 0.02 0.00
H 0.668551 -6.369213 0.534128 0.00 0.00 -0.02
H -1.587786 -5.725347 1.589264 -0.02 0.00 -0.01
H -1.736637 -5.774546 -0.178665 0.00 0.01 0.00
H -3.097519 -3.884040 1.644661 0.01 0.00 0.00
H -3.194536 -3.896500 -0.127742 -0.01 0.01 0.01
H -3.072059 -1.358913 0.699574 0.02 0.02 0.01
H -1.406241 -2.336875 -1.788725 0.01 0.01 -0.07
H -1.460952 -0.762293 1.171699 0.02 0.00 -0.01
Cl -0.514370 -2.497271 3.724042 0.02 0.00 -0.03
C 0.546387 -2.428044 5.156527 -0.07 -0.04 -0.01
Cl 1.928046 -1.369814 4.886987 0.07 0.01 -0.04
H 0.904020 -3.431677 5.349633 0.01 0.01 0.02
H -0.039239 -2.042740 5.981852 0.01 0.01 0.00
F -1.949857 1.146425 -2.574165 0.01 -0.05 0.07
Te -3.326389 -0.362629 -2.258572 -0.30 0.04 -0.14
F -3.703981 0.731688 -0.788416 0.02 -0.01 0.04
F -4.867436 0.452275 -2.985781 0.16 0.09 0.04
F -4.376423 -1.643493 -1.301895 -0.02 -0.09 0.10
F -1.234404 -3.019523 -2.432492 0.07 0.07 0.25
O -1.753317 -1.001423 -0.848345 0.11 -0.02 -0.23
```
Forces are in eV/Å.

**Kohn-Sham gap (spin up / spin down)**: 6.3 / 6.3 eV
**Net charge**: +2
**Energy relative to the best compared isomer or geometry (same formula, charge and spin)**: 0.0 kJ/mol